# 1
The following is a DFT calculation (wB97M-V/def2-TZVPD) of a structure of composition C12H16Cu2F3N2O3 in a non-equilibrium geometry.

The geometry in XYZ format:
```
38
Properties=species:S:1:pos:R:3:forces:R:3
Cu -2.908 1.452 -3.160 0.867 -0.568 1.506
Cu 0.066 0.570 -3.365 -0.096 -0.600 1.742
O -1.506 0.726 -1.746 -0.329 0.511 -3.353
H -1.289 0.607 -0.825 0.472 -0.051 0.106
N -2.455 -0.654 0.678 0.642 0.821 -0.100
C -3.111 -0.451 1.860 0.627 -0.636 0.375
C -2.848 -1.564 2.655 -1.443 1.698 0.068
C -2.102 -2.449 1.898 1.503 -0.575 -0.694
C -1.709 -1.805 0.728 -1.531 -1.052 0.223
H -2.473 -0.025 -0.111 -0.478 -0.378 0.351
H -3.593 0.489 2.069 -0.153 -0.098 0.009
H -3.209 -1.651 3.666 -0.042 -0.301 -0.058
H -1.907 -3.480 2.150 0.421 0.144 0.098
H -1.212 -2.212 -0.138 -0.028 0.098 -0.054
N -0.386 2.949 -0.305 0.532 0.792 0.982
C 0.195 2.753 0.921 0.125 -0.899 0.104
C 1.046 3.796 1.225 -1.254 -0.894 -0.233
C 0.923 4.718 0.143 0.243 -0.015 0.375
C 0.034 4.175 -0.738 -0.589 0.080 -1.177
H -1.005 2.324 -0.801 0.123 0.367 0.098
H -0.051 1.849 1.462 0.166 0.111 0.179
H 1.505 3.823 2.198 0.445 0.457 -0.213
H 1.437 5.658 0.036 -0.128 0.056 -0.001
H -0.465 4.555 -1.619 0.502 0.309 -0.066
C 1.841 -1.118 1.556 -0.034 0.384 -0.599
C 1.794 -0.789 0.083 0.117 -0.370 0.027
O 1.880 -2.034 -0.662 -0.042 -0.868 -0.212
C 1.854 -2.041 -1.967 0.810 0.698 1.533
O 1.742 -1.060 -2.664 -0.884 0.584 -0.956
C 2.128 -3.459 -2.478 -0.218 0.034 -1.486
F 0.959 -4.098 -2.566 -0.187 -0.347 0.512
F 2.610 -3.412 -3.726 0.186 0.234 0.147
F 2.985 -4.104 -1.722 -0.079 -0.248 0.296
H 0.913 -1.548 1.922 0.063 -0.088 0.101
H 2.039 -0.149 2.019 -0.080 -0.196 0.421
H 2.700 -1.771 1.703 -0.112 -0.043 0.324
H 2.712 -0.239 -0.126 -0.406 0.349 -0.529
H 0.863 -0.331 -0.253 0.267 0.500 0.155
```
Positions in Å, forces in eV/Å.

The charge is +1. For the molecular weight, the calculation gives 420.4 g/mol. As for the LUMO energy: -6.267 eV. The value obtained for the frontier orbital gap is 0.16595 hartree. The calculation puts the HOMO energy at -10.8 eV. The spin multiplicity is 1. As for the electronic energy: -119248.115 eV.

# 2
The following is a DFT calculation (wB97M-V/def2-TZVPD) of a structure of composition C12H16F3N3OS in a non-equilibrium geometry.

The geometry in XYZ format:
```
36
Properties=species:S:1:pos:R:3:forces:R:3
O -0.018 -1.254 -1.530 -8.836 -6.226 0.362
C 0.935 -0.694 -1.688 9.370 1.964 -0.110
N 1.026 0.586 -1.274 12.843 -2.802 -5.788
C 0.105 1.269 -0.864 -6.590 -1.832 0.793
N 0.185 2.464 -0.690 5.778 4.351 -0.469
N -0.801 2.978 -0.037 1.385 6.542 0.880
C -1.650 2.177 -0.007 -13.390 -7.991 1.744
S -1.484 0.409 -0.640 1.476 4.153 1.198
C -3.251 2.304 0.490 6.150 3.105 3.724
F -4.075 1.402 0.353 -2.347 -6.029 -1.306
F -3.799 3.322 0.024 -1.497 5.051 -3.293
F -3.248 2.587 1.843 0.903 -0.584 0.813
H 2.054 1.016 -1.639 -3.868 -0.816 1.842
C 2.272 -1.445 -2.106 -2.346 0.710 -5.444
C 3.414 -1.525 -1.297 6.472 4.271 4.020
H 4.458 -1.859 -1.703 -2.336 0.080 -0.299
H 3.823 -0.296 -1.103 -1.104 -2.916 -0.204
C 3.352 -2.150 0.096 -8.188 -1.272 -0.748
C 2.165 -1.482 1.127 9.288 -1.160 0.962
C 2.360 -2.164 2.508 -9.470 -1.334 -5.075
C 1.809 -3.732 2.171 9.575 1.671 10.122
C 2.881 -4.385 1.391 -12.378 -1.105 -5.492
C 2.763 -3.637 0.023 0.265 -0.648 -3.090
H 3.549 -4.102 -0.676 -1.512 -0.129 0.447
H 1.555 -3.829 -0.490 3.815 1.045 1.490
H 2.304 -5.347 1.093 2.235 0.499 0.698
H 3.801 -4.352 1.478 8.655 -0.381 2.679
H 1.730 -4.218 3.304 -0.004 0.895 -2.766
H 0.939 -3.621 1.864 -7.786 0.313 -3.644
H 1.640 -1.600 3.094 0.028 -0.437 0.897
H 3.208 -2.255 2.923 6.554 -0.051 2.595
H 2.599 -0.533 1.128 0.027 2.277 0.573
H 1.280 -1.440 0.704 -4.426 -0.476 -1.700
H 4.289 -2.229 0.464 2.857 0.116 1.783
H 2.643 -0.912 -3.162 -1.214 -1.564 2.338
H 1.970 -2.496 -2.285 -0.383 0.710 -0.530
```
Positions in Å, forces in eV/Å.

The charge is 0. For the molecular weight, the calculation gives 307.3 g/mol. As for the LUMO energy: 0.279 eV. The value obtained for the frontier orbital gap is 0.35652 hartree. The calculation puts the HOMO energy at -9.4 eV. The spin multiplicity is 1. As for the electronic energy: -38198.041 eV.

# 3
The following is a DFT calculation (wB97M-V/def2-TZVPD) of a cluster of 2 separate species, C12H16FNSi in total in a non-equilibrium geometry.

The geometry in XYZ format:
```
31
Properties=species:S:1:pos:R:3:forces:R:3
C 0.555 0.820 -2.474 1.844 -1.318 -2.876
C 0.856 2.548 2.520 1.631 -0.331 -0.791
C 1.482 2.674 1.259 0.333 -0.097 -0.139
C 0.523 1.310 3.055 1.628 0.508 -4.089
C 1.743 1.527 0.537 -1.354 -1.135 0.439
C 0.738 0.194 2.247 -0.539 -0.105 -0.595
C 1.331 0.212 0.962 0.505 1.937 0.348
C -0.917 2.680 -1.934 -3.478 0.567 -1.891
C -1.646 -1.677 0.742 -2.312 -2.347 0.805
C -0.027 -2.913 -1.796 3.289 -0.035 1.009
C -0.461 1.303 -1.778 -0.709 2.401 -0.168
C 1.441 -0.888 0.042 -1.592 -0.489 0.749
N 1.287 0.378 -3.268 0.298 0.066 0.401
F 0.495 -3.547 0.802 -0.392 1.192 -0.302
Si 0.022 -2.181 -0.042 1.352 -1.592 0.112
H 0.863 3.397 3.131 -0.545 1.268 0.855
H 1.838 3.631 0.798 -0.728 -0.780 0.823
H 0.129 1.280 3.984 -1.328 -0.476 2.759
H 1.880 1.549 -0.505 1.288 0.537 -1.077
H 0.251 -0.701 2.505 -0.126 -1.343 0.799
H -0.140 3.375 -1.889 1.507 1.127 -0.226
H -1.475 2.830 -2.989 1.300 -0.280 2.144
H -1.649 3.026 -1.174 0.363 -0.630 -0.353
H -1.879 -2.150 1.799 1.013 0.499 -1.990
H -1.775 -0.652 0.971 0.094 1.367 -0.125
H -2.634 -1.992 0.168 2.242 0.553 0.678
H -0.559 -2.304 -2.442 -1.048 1.091 -1.580
H 1.031 -3.152 -2.260 -1.892 0.886 1.093
H -0.464 -3.864 -1.711 -0.970 -1.271 0.079
H -0.737 0.765 -0.979 -1.319 -1.898 2.796
H 2.179 -0.846 -0.767 -0.354 0.126 0.314
```
Positions in Å, forces in eV/Å.

The charge is 0. For the molecular weight, the calculation gives 221.4 g/mol. As for the LUMO energy (alpha / beta): -1.176 / -1.298 eV. The value obtained for the frontier orbital gap (alpha / beta) is 0.28985 / 0.24563 hartree. The calculation puts the HOMO energy (alpha / beta) at -9.1 / -8.0 eV. The spin multiplicity is 1. As for the electronic energy: -24786.387 eV.

# 4
The following is a DFT calculation (wB97M-V/def2-TZVPD) of a cluster of 2 separate species, C12H16N2 in total in a non-equilibrium geometry.

The geometry in XYZ format:
```
30
Properties=species:S:1:pos:R:3:forces:R:3
C 4.455 -2.031 0.166 0.999 0.073 -0.004
C 0.404 -1.114 1.194 0.413 -0.349 1.340
C 0.775 -1.332 -0.109 0.398 1.060 -1.078
C 1.370 -1.195 2.207 -0.596 0.592 -0.322
C 2.129 -1.445 -0.421 -0.171 -0.511 0.880
C 2.704 -1.487 1.938 -1.168 -0.578 -0.127
C 3.060 -1.656 0.604 0.777 -0.222 -0.317
H -0.609 -0.888 1.509 -0.110 -0.072 -0.385
H 0.063 -1.212 -0.921 -0.098 -0.095 0.130
H 1.022 -0.943 3.204 0.230 -0.272 0.136
H 2.502 -1.407 -1.437 -0.214 -0.279 -0.117
H 3.332 -1.709 2.791 0.486 0.204 -0.278
H 4.600 -3.000 -0.328 -0.785 0.147 -0.276
H 5.218 -2.131 0.943 -0.352 0.512 0.459
H 4.813 -1.255 -0.519 0.119 -0.173 -0.062
C -1.696 2.672 -0.362 0.816 0.730 -0.811
C -0.660 2.798 -1.504 -0.216 -0.227 1.002
C -2.621 1.549 -0.570 -1.906 -1.134 1.171
C -3.631 1.139 0.281 -0.391 0.254 0.278
C -3.493 -0.256 -1.381 0.185 0.135 0.574
N -2.565 0.644 -1.589 0.638 0.026 -0.994
N -4.190 0.008 -0.241 0.883 -0.190 -0.878
H -1.153 2.508 0.572 0.041 0.074 -0.015
H -2.211 3.633 -0.251 -0.191 -0.161 0.011
H -0.042 1.912 -1.457 0.382 -0.202 -0.117
H -4.097 1.567 1.157 0.445 0.139 0.067
H -3.639 -1.139 -1.974 -0.205 -0.062 0.017
H -4.701 -0.708 0.274 -0.336 0.211 0.075
H -0.048 3.672 -1.275 0.084 0.041 -0.428
H -1.091 2.805 -2.502 -0.158 0.329 0.069
```
Positions in Å, forces in eV/Å.

The charge is -1. For the molecular weight, the calculation gives 188.3 g/mol. As for the expectation value of S²: 0.750. As for the LUMO energy (alpha / beta): 3.033 / 2.949 eV. The value obtained for the frontier orbital gap (alpha / beta) is 0.07200 / 0.29064 hartree. The calculation puts the HOMO energy (alpha / beta) at 1.1 / -5.0 eV. The spin multiplicity is 2. As for the electronic energy: -15682.329 eV.